No. 1
{"formula": "C4H8", "method": "ωB97M-V/def2-TZVPD", "e_homo_ev": -9.623, "smiles": "C=CCC", "largest_force_ha_per_bohr": 0.0489, "relative_energy_kcal_mol": 22.6, "energy_ha": -157.1480, "elements": ["C", "C", "C", "C", "H", "H", "H", "H", "H", "H", "H", "H"], "xyz": [[-1.615, -0.248, -0.276], [-0.445, 0.301, 0.571], [0.863, 0.459, -0.146], [1.929, -0.347, -0.030], [-1.274, -1.361, -0.403], [-1.700, 0.153, -1.371], [-2.646, -0.145, 0.163], [-0.682, 1.347, 0.864], [-0.256, -0.366, 1.482], [1.015, 1.389, -0.836], [1.999, -1.246, 0.657], [2.809, 0.065, -0.676]]}

No. 2
{"formula": "C4H8", "method": "ωB97M-V/def2-TZVPD", "e_homo_ev": -9.610, "smiles": "C=CCC", "largest_force_ha_per_bohr": 0.0682, "relative_energy_kcal_mol": 25.0, "energy_ha": -157.1441, "elements": ["C", "C", "C", "C", "H", "H", "H", "H", "H", "H", "H", "H"], "xyz": [[-0.867, 1.150, 0.671], [-0.037, -0.151, 0.769], [0.875, -0.390, -0.395], [0.675, -1.192, -1.449], [-1.698, 0.912, -0.112], [-0.295, 2.069, 0.171], [-1.267, 1.602, 1.634], [0.525, -0.094, 1.720], [-0.683, -1.098, 1.063], [1.563, 0.453, -0.397], [0.019, -2.132, -1.280], [1.190, -1.130, -2.394]]}

No. 3
{"formula": "C4H8", "method": "ωB97M-V/def2-TZVPD", "e_homo_ev": -9.188, "smiles": "C=CCC", "largest_force_ha_per_bohr": 0.1039, "relative_energy_kcal_mol": 37.5, "energy_ha": -157.1243, "elements": ["C", "C", "C", "C", "H", "H", "H", "H", "H", "H", "H", "H"], "xyz": [[-0.230, -1.747, -0.213], [0.029, -0.343, 0.481], [-0.232, 0.830, -0.324], [0.210, 1.990, 0.210], [-1.000, -1.524, -0.992], [0.476, -1.920, -1.008], [-0.665, -2.661, 0.265], [1.213, -0.364, 0.659], [-0.297, -0.235, 1.516], [-0.578, 0.756, -1.353], [0.199, 2.976, -0.322], [0.875, 2.241, 1.081]]}

No. 4
{"formula": "C4H8", "method": "ωB97M-V/def2-TZVPD", "e_homo_ev": -9.321, "smiles": "C=C(C)C", "largest_force_ha_per_bohr": 0.0799, "relative_energy_kcal_mol": 32.5, "energy_ha": -157.1321, "elements": ["C", "C", "C", "C", "H", "H", "H", "H", "H", "H", "H", "H"], "xyz": [[-0.599, -1.122, -0.858], [-0.058, -0.008, 0.137], [0.860, 1.012, -0.508], [-0.296, 0.133, 1.418], [-1.655, -0.845, -1.329], [0.362, -1.237, -1.717], [-0.705, -2.108, -0.153], [0.865, 0.904, -1.580], [0.639, 2.038, -0.162], [1.927, 0.751, -0.289], [-0.873, -0.596, 2.006], [0.001, 0.998, 2.088]]}

No. 5
{"formula": "C4H8AsCl8F6NiO8P2Y2", "method": "ωB97M-V/def2-TZVPD", "e_homo_ev": [-15.034, -15.034], "multiplicity": 4, "s2": 3.76, "charge": 2, "largest_force_ha_per_bohr": 0.1566, "energy_ha": -9543.0200, "elements": ["Y", "Y", "Ni", "P", "O", "O", "O", "O", "P", "O", "O", "O", "O", "As", "F", "F", "F", "F", "F", "F", "C", "Cl", "Cl", "H", "H", "C", "Cl", "Cl", "H", "H", "C", "Cl", "Cl", "H", "H", "C", "Cl", "Cl", "H", "H"], "xyz": [[3.030, 1.024, 0.129], [0.456, -0.271, 2.511], [-1.806, 0.917, -0.860], [-0.076, -0.794, -0.222], [-1.218, -0.819, -1.235], [0.080, -1.740, 0.980], [-0.736, 0.292, 0.680], [1.217, -0.058, -0.581], [2.799, 0.845, 2.792], [1.669, 0.942, 3.863], [3.731, 1.834, 2.043], [1.698, 1.331, 1.803], [2.547, -0.362, 1.880], [0.481, 3.937, -1.098], [-0.846, 5.063, -1.390], [-0.626, 2.547, -0.919], [1.834, 2.762, -0.656], [1.731, 5.233, -1.285], [0.244, 4.244, 0.631], [0.616, 3.464, -2.790], [0.099, -1.410, -4.257], [1.206, -0.055, -3.756], [-0.399, -1.044, -5.965], [0.668, -2.338, -4.227], [-0.779, -1.458, -3.612], [-1.905, 3.772, 3.061], [-1.357, 2.082, 2.999], [-3.357, 4.002, 2.069], [-2.085, 4.009, 4.109], [-1.198, 4.455, 2.591], [1.304, -4.566, 0.598], [2.261, -5.630, -0.466], [0.477, -5.391, 1.976], [1.831, -3.661, 0.901], [0.436, -4.242, 0.023], [-2.688, -3.714, -0.535], [-2.616, -5.352, 0.113], [-4.316, -3.064, -0.329], [-2.022, -3.049, 0.014], [-2.386, -3.738, -1.582]]}

No. 6
{"formula": "C4H8BaO3", "method": "ωB97M-V/def2-TZVPD", "e_homo_ev": -18.069, "charge": 2, "largest_force_ha_per_bohr": 0.1308, "relative_energy_kcal_mol": 33.8, "energy_ha": -407.6168, "elements": ["C", "C", "O", "H", "H", "H", "H", "H", "Ba", "O", "O", "C", "C", "H", "H", "H"], "xyz": [[-1.306, 2.282, 0.514], [-1.373, 0.859, 0.020], [-0.017, 0.520, -0.393], [-2.319, 2.574, 0.817], [-0.636, 2.366, 1.379], [-0.967, 2.975, -0.268], [-2.024, 0.741, -0.855], [-1.663, 0.164, 0.818], [1.722, 0.639, -2.498], [0.088, -0.823, -0.794], [2.327, -0.987, -0.761], [2.024, -1.934, -0.005], [0.606, -2.178, 0.065], [0.269, -3.174, -0.252], [2.499, -2.558, 0.763], [0.771, -1.465, 1.449]]}